# 1
Density functional theory data (wB97M-V/def2-TZVPD) for a 12-piece molecular cluster, C22H47FIN14O28 overall.

XYZ file:
```
113
Properties=species:S:1:pos:R:3:forces:R:3
C 0.509 2.887 2.141 0.0 -0.9 -0.1
C -0.930 3.013 1.713 0.2 1.1 0.3
O -1.477 4.088 1.790 -0.2 -0.1 -0.1
N -1.740 1.914 1.201 1.4 0.4 0.1
C -1.303 1.251 0.025 -1.0 -0.9 -0.7
C 0.138 0.988 -0.303 0.1 1.5 0.2
O -2.150 0.840 -0.738 0.0 -0.1 0.2
N -2.329 1.082 2.160 -0.1 -0.6 0.0
C -3.403 1.691 2.926 -1.6 0.5 -0.7
C -4.754 1.519 2.195 0.7 0.0 -0.1
C -4.917 2.418 0.957 -0.6 -0.4 0.3
I -5.647 1.202 -0.674 0.2 0.3 -0.1
C -1.422 0.198 2.893 -0.6 -0.6 0.9
C -0.794 0.744 4.199 0.7 0.3 1.2
O -1.486 1.147 5.148 -0.7 0.1 -0.6
O 0.455 0.691 4.195 0.7 -0.2 -0.5
C -2.238 -1.066 3.234 -0.5 -0.3 0.7
O -2.923 -1.213 4.196 0.0 0.1 -0.5
N -2.091 -2.194 2.272 1.1 1.0 -1.1
C -2.848 -2.037 1.115 -1.8 -0.3 1.2
O -4.040 -2.007 1.066 0.8 0.1 -0.4
F -2.098 -1.989 -0.001 0.3 -0.3 -0.2
H 0.618 3.081 3.202 -0.3 0.1 0.2
H 0.827 1.861 2.014 0.4 0.0 0.1
H 1.172 3.573 1.617 -0.3 0.0 -0.3
H 0.671 0.466 0.478 0.0 -0.1 0.2
H 0.643 1.950 -0.433 0.2 0.0 0.1
H 0.224 0.489 -1.251 -0.2 -0.3 -0.2
H -3.524 1.258 3.908 0.6 -0.3 0.1
H -3.270 2.763 3.071 0.5 0.1 0.2
H -4.824 0.479 1.897 -0.1 -0.2 0.1
H -5.552 1.701 2.912 -0.2 0.1 0.0
H -4.019 2.945 0.666 0.3 -0.3 -0.3
H -5.695 3.156 1.109 -0.1 0.1 -0.1
H -0.606 -0.169 2.281 0.1 0.5 -0.4
H -1.114 -2.166 1.975 0.0 -0.2 0.1
C -10.090 0.738 -2.570 -0.1 -0.2 -0.1
N -9.069 1.806 -2.745 0.0 -0.1 0.0
O -8.672 2.026 -3.872 0.0 0.0 -0.1
O -8.707 2.373 -1.744 -0.1 0.2 0.1
H -10.319 0.316 -3.542 0.0 0.0 0.0
H -9.666 -0.011 -1.908 0.0 0.1 0.1
H -10.969 1.197 -2.127 0.0 0.0 0.1
C -2.323 -0.746 -3.626 -0.1 -0.1 0.2
N -1.235 -1.025 -4.600 -0.2 0.0 0.2
O -0.853 -2.171 -4.722 0.1 -0.1 0.0
O -0.785 -0.081 -5.220 0.1 0.1 -0.1
H -2.614 -1.679 -3.160 0.1 0.0 0.0
H -1.937 -0.048 -2.885 -0.1 0.1 0.0
H -3.152 -0.309 -4.174 0.1 0.2 0.0
C 3.531 7.036 1.029 0.1 0.1 0.1
N 3.204 5.595 0.859 0.0 0.2 0.0
O 3.957 4.778 1.336 0.1 -0.1 0.0
O 2.186 5.340 0.246 -0.1 0.0 0.0
H 4.454 7.126 1.589 0.0 -0.1 0.0
H 3.636 7.466 0.037 -0.2 0.0 0.0
H 2.702 7.490 1.565 0.0 0.1 -0.1
C -2.449 2.767 -6.010 0.1 0.2 -0.2
N -3.409 3.195 -4.955 0.1 0.0 -0.1
O -3.897 4.300 -5.052 0.0 0.1 0.0
O -3.630 2.401 -4.069 -0.1 -0.1 0.1
H -2.348 3.571 -6.729 -0.1 0.0 0.0
H -1.502 2.553 -5.523 0.0 -0.1 0.0
H -2.853 1.873 -6.475 0.1 -0.1 0.1
C 1.468 1.535 7.109 0.0 0.0 -0.1
N 2.761 2.159 7.505 -0.2 -0.2 0.0
O 3.665 1.429 7.862 0.1 0.0 0.0
O 2.835 3.368 7.447 0.1 0.1 0.0
H 1.558 0.462 7.213 0.1 0.0 0.0
H 0.702 1.929 7.769 0.0 0.1 -0.1
H 1.264 1.800 6.073 -0.1 -0.1 0.0
C 0.809 -3.252 -0.934 0.0 0.0 -0.2
N 1.219 -2.061 -0.146 -0.1 -0.1 -0.2
O 0.922 -2.024 1.031 0.0 0.1 0.1
O 1.826 -1.189 -0.732 0.3 -0.3 0.0
H 0.283 -3.934 -0.278 0.0 0.0 0.1
H 0.164 -2.908 -1.739 0.1 0.1 0.0
H 1.722 -3.714 -1.322 -0.5 0.4 0.0
C -0.958 7.327 0.368 -0.1 -0.2 -0.1
N 0.091 8.369 0.208 -0.2 -0.3 0.0
O 0.507 8.585 -0.909 0.2 0.2 0.0
O 0.465 8.928 1.219 0.2 0.1 0.0
H -1.187 6.915 -0.607 0.1 0.0 0.0
H -0.559 6.562 1.028 -0.1 0.0 0.1
H -1.831 7.802 0.805 0.1 0.0 0.1
C 4.868 -5.610 -1.291 -0.2 0.1 -0.2
N 3.663 -5.481 -0.429 0.0 0.0 -0.1
O 2.570 -5.449 -0.964 0.3 -0.4 0.0
O 3.848 -5.413 0.764 0.0 0.0 0.2
H 4.552 -5.661 -2.326 -0.1 0.0 0.0
H 5.492 -4.739 -1.116 0.1 -0.1 0.1
H 5.379 -6.517 -0.997 0.0 0.0 0.1
C 8.516 -8.322 -0.996 -0.1 0.1 0.2
N 8.070 -7.726 -2.286 0.0 0.0 0.1
O 7.311 -6.778 -2.237 0.1 0.0 -0.1
O 8.495 -8.229 -3.298 0.0 -0.1 -0.1
H 8.058 -7.771 -0.183 0.0 0.0 0.0
H 8.201 -9.361 -0.992 0.1 0.0 -0.1
H 9.598 -8.243 -0.960 0.0 -0.1 -0.1
C 3.635 -5.976 4.766 -0.2 0.1 0.0
N 3.936 -7.345 4.263 -0.1 0.1 0.0
O 3.005 -8.053 3.955 -0.1 -0.1 0.0
O 5.107 -7.659 4.197 0.1 0.0 0.0
H 2.561 -5.836 4.769 0.0 -0.1 0.0
H 4.041 -5.900 5.770 0.1 0.0 0.0
H 4.117 -5.271 4.095 0.1 0.0 0.0
C 1.822 -1.442 -6.646 -0.1 -0.2 0.1
N 2.915 -1.748 -7.611 -0.1 0.0 0.1
O 3.276 -2.901 -7.712 0.1 -0.1 0.0
O 3.373 -0.815 -8.235 0.1 0.1 -0.1
H 1.513 -2.363 -6.167 0.0 0.0 0.0
H 2.214 -0.738 -5.919 0.0 0.1 -0.1
H 1.002 -1.004 -7.205 0.0 0.1 0.0
```
Forces are in eV/Å.

The highest occupied orbital energy is -5.567 eV. As for the net charge: -1. The calculation puts the orbital gap at 6.4 eV. For the LUMO energy, the calculation gives 0.813 eV. As for the spin multiplicity: 1.


# 2
Density functional theory data (wB97M-V/def2-TZVPD) for a 2-piece molecular cluster, C22H47NO4P overall.

XYZ file:
```
75
Properties=species:S:1:pos:R:3:forces:R:3
C 0.219 1.453 -3.088 0.0 0.1 -0.1
C -0.994 1.992 -2.329 0.1 -0.1 -0.1
C -2.287 2.030 -3.151 0.1 0.1 0.1
C -2.576 0.742 -3.919 0.1 0.2 -0.1
C -3.981 0.692 -4.524 0.1 0.1 0.1
C -5.151 0.687 -3.519 0.0 -0.2 -0.2
C -4.961 -0.208 -2.281 -0.1 0.0 0.1
C -5.020 0.557 -0.956 -0.2 -0.1 -0.1
C -4.790 -0.349 0.259 0.5 -0.1 0.0
C -3.311 -0.312 0.687 -0.2 0.2 0.0
C -3.021 -0.787 2.119 -0.2 -0.1 -0.1
C -2.530 -2.238 2.264 -0.2 0.0 -0.1
C -1.482 -2.720 1.251 0.2 -0.2 0.4
C -0.329 -1.767 0.974 -0.2 0.2 -0.7
C 0.966 -2.365 0.391 -0.2 0.2 -0.3
C 2.097 -1.440 0.885 -0.2 0.2 0.1
P 3.514 -2.481 1.602 0.1 -0.2 0.2
O 4.068 -3.119 0.211 -0.3 0.1 -0.1
O 4.590 -1.306 1.932 0.1 -0.1 -0.5
C 1.445 -0.705 2.005 -0.1 -0.5 -0.5
O 2.025 0.033 2.878 0.0 0.7 0.5
C 2.851 1.153 2.393 0.4 0.3 -0.1
C 2.403 2.422 3.089 -0.1 0.0 0.0
C 2.788 3.660 2.274 0.2 -0.2 -0.2
C 4.254 3.661 1.828 0.0 0.0 0.0
N 0.178 -0.953 2.094 0.1 -0.5 0.4
H 0.116 0.393 -3.332 0.0 0.0 0.0
H 1.133 1.593 -2.504 0.0 -0.1 0.0
H 0.354 1.994 -4.028 0.0 0.0 0.0
H -1.160 1.375 -1.434 0.0 0.1 0.0
H -0.760 3.006 -1.992 -0.1 -0.1 0.1
H -2.229 2.870 -3.853 -0.1 -0.1 0.0
H -3.110 2.256 -2.468 0.0 0.0 -0.1
H -2.387 -0.118 -3.267 -0.1 0.0 0.0
H -1.852 0.657 -4.735 0.0 -0.1 0.0
H -4.087 1.570 -5.170 -0.1 -0.1 0.0
H -4.054 -0.178 -5.183 0.0 0.0 0.1
H -5.381 1.712 -3.213 0.1 -0.1 0.1
H -6.039 0.342 -4.056 0.0 0.1 0.0
H -5.741 -0.975 -2.248 0.1 0.0 -0.1
H -4.011 -0.748 -2.334 -0.1 0.0 0.0
H -4.260 1.344 -0.963 -0.1 0.1 0.0
H -5.991 1.055 -0.885 0.0 0.0 0.0
H -5.029 -1.380 -0.024 -0.3 0.1 0.2
H -5.416 -0.064 1.107 0.0 0.0 -0.1
H -2.980 0.728 0.599 0.1 -0.1 0.0
H -2.750 -0.895 -0.049 0.1 0.2 0.0
H -2.341 -0.081 2.609 0.1 -0.1 -0.1
H -3.950 -0.706 2.691 0.1 0.0 0.1
H -2.169 -2.403 3.284 0.0 0.0 0.0
H -3.399 -2.893 2.158 0.1 -0.1 0.0
H -1.085 -3.683 1.588 0.0 0.0 0.0
H -1.968 -2.903 0.290 0.1 0.0 0.0
H -0.679 -1.044 0.229 -0.1 0.1 0.2
H 0.867 -2.354 -0.693 0.2 -0.2 0.0
H 1.137 -3.395 0.716 -0.1 0.0 0.1
H 2.453 -0.709 0.148 0.1 -0.2 0.0
H 3.958 -2.567 -0.575 0.2 -0.1 0.0
H 5.347 -1.363 1.313 0.3 0.1 0.3
H 2.708 1.255 1.314 -0.1 -0.1 0.1
H 3.888 0.889 2.581 -0.1 0.0 0.0
H 1.315 2.380 3.190 0.0 0.1 0.1
H 2.833 2.479 4.092 0.0 -0.1 0.0
H 2.589 4.557 2.861 -0.1 -0.1 0.0
H 2.148 3.682 1.385 0.0 0.2 0.1
H 4.912 3.310 2.628 0.0 0.1 0.0
H 4.416 3.014 0.962 0.0 0.0 0.1
H 4.572 4.662 1.539 0.0 -0.1 0.0
H -0.372 -0.577 2.857 -0.1 0.0 -0.2
C 7.980 -2.993 1.509 0.0 0.0 0.0
O 7.258 -1.971 0.816 -0.2 0.1 -0.1
H 7.365 -3.308 2.347 0.0 0.0 0.0
H 8.167 -3.852 0.862 0.0 0.0 0.0
H 8.930 -2.614 1.890 0.0 0.0 0.0
H 7.791 -1.682 0.070 0.0 0.0 0.0
```
Forces are in eV/Å.

The highest occupied orbital energy is -12.325 eV. As for the net charge: +1. The calculation puts the orbital gap at 9.5 eV. For the LUMO energy, the calculation gives -2.786 eV. As for the spin multiplicity: 1.


Question: The highest orbital gap belongs to which entry?
Answer: C22H47NO4P